Record 1
{"formula": "C4H4N2S", "method": "wB97M-V/def2-TZVPD", "max_force_ev_per_a": 0.96, "total_energy_ev": -18026.2316, "homo_ev": -8.41, "species": ["C", "C", "C", "C", "H", "H", "H", "H", "N", "N", "S"], "xyz": [[-0.283, -0.998, -1.449], [-0.530, 0.942, -0.342], [0.693, -0.219, 1.043], [0.102, -0.297, -0.175], [0.499, -1.242, -2.167], [-0.951, -1.849, -1.271], [0.415, 1.272, 2.493], [1.297, -0.931, 1.593], [-0.391, 1.766, 0.660], [0.337, 0.997, 1.536], [-1.188, 0.558, -1.921]], "atomic_forces_ev_per_a": [[-0.1532, -0.0353, 0.2156], [0.3955, -0.6586, 0.0449], [-0.0492, -0.7193, 0.3678], [0.2663, 0.1730, -0.1155], [-0.0170, 0.0065, 0.1700], [0.1250, 0.2557, -0.2884], [0.1556, 0.3719, 0.1154], [-0.1654, 0.2862, 0.1074], [-0.3828, -0.1454, 0.5042], [0.3505, 0.2041, -0.3629], [-0.5254, 0.2611, -0.7584]]}

=====

Record 2
{"formula": "C23H39N5O4PRhS2", "method": "wB97M-V/def2-TZVPD", "spin_multiplicity": 5, "max_force_ev_per_a": 0.26, "total_energy_ev": -74081.9312, "charge": 2, "homo_ev": [-14.35, -14.34], "species": ["Rh", "C", "C", "N", "C", "C", "S", "C", "C", "S", "C", "N", "C", "H", "H", "H", "H", "H", "H", "H", "H", "C", "C", "N", "C", "N", "C", "C", "C", "N", "C", "H", "H", "H", "H", "H", "H", "H", "H", "H", "H", "H", "H", "H", "C", "C", "C", "C", "O", "P", "O", "O", "O", "C", "C", "C", "C", "H", "H", "H", "H", "H", "H", "H", "H", "H", "H", "H", "H", "H", "H", "H", "H", "H", "H"], "xyz": [[0.251, 0.914, 0.239], [3.286, 0.160, -1.707], [2.369, 1.236, -2.180], [1.318, 1.657, -1.515], [0.661, 2.690, -2.168], [1.237, 3.045, -3.340], [2.610, 2.075, -3.639], [-0.545, 3.224, -1.527], [-1.379, 4.206, -1.945], [-2.667, 4.392, -0.841], [-2.054, 3.142, 0.134], [-0.936, 2.638, -0.335], [-2.720, 2.675, 1.381], [2.807, -0.407, -0.909], [4.216, 0.591, -1.333], [3.540, -0.525, -2.514], [0.928, 3.805, -4.038], [-1.309, 4.816, -2.831], [-3.797, 2.829, 1.333], [-2.344, 3.224, 2.245], [-2.530, 1.610, 1.519], [2.670, -1.901, 4.334], [1.281, -1.977, 3.733], [1.082, -0.852, 2.820], [1.757, 0.280, 2.883], [1.443, 1.240, 1.919], [1.985, 2.575, 2.111], [3.419, 2.509, 2.604], [3.450, 1.748, 3.908], [2.679, 0.499, 3.812], [2.912, -0.501, 4.866], [3.422, -2.147, 3.583], [2.763, -2.619, 5.146], [0.513, -1.945, 4.509], [1.135, -2.890, 3.159], [0.406, -0.970, 2.059], [1.356, 3.089, 2.852], [1.891, 3.120, 1.172], [3.810, 3.514, 2.757], [4.043, 2.015, 1.856], [3.041, 2.346, 4.727], [4.470, 1.475, 4.173], [2.258, -0.280, 5.714], [3.941, -0.381, 5.198], [0.790, -2.322, -3.556], [0.041, -2.852, -2.349], [0.990, -3.337, -1.262], [-0.939, -3.940, -2.749], [-0.687, -1.670, -1.844], [-1.492, -1.594, -0.488], [-2.030, -2.848, 0.030], [-0.475, -0.886, 0.512], [-2.477, -0.379, -0.724], [-3.813, -0.492, -1.357], [-3.746, -1.409, -2.565], [-4.779, -1.021, -0.311], [-4.148, 0.929, -1.763], [1.396, -3.116, -3.993], [1.447, -1.498, -3.272], [0.092, -1.963, -4.312], [1.598, -4.159, -1.640], [0.432, -3.695, -0.396], [1.659, -2.530, -0.949], [-0.378, -4.773, -3.173], [-1.630, -3.572, -3.507], [-1.507, -4.300, -1.894], [-3.515, -2.433, -2.271], [-2.996, -1.066, -3.278], [-4.721, -1.416, -3.054], [-4.496, -2.025, 0.000], [-5.787, -1.050, -0.724], [-4.785, -0.376, 0.569], [-3.390, 1.320, -2.446], [-4.211, 1.577, -0.888], [-5.114, 0.951, -2.268]], "atomic_forces_ev_per_a": [[0.1935, 0.0103, 0.1741], [-0.0202, -0.0014, -0.0019], [0.0633, -0.0525, 0.0444], [-0.0334, 0.0154, -0.0409], [-0.0720, -0.0017, 0.0860], [-0.0543, 0.0727, -0.0230], [0.0503, -0.0067, -0.0419], [0.0401, -0.0547, -0.0136], [0.0727, 0.0440, -0.0422], [-0.0772, 0.0050, -0.0203], [0.0148, 0.0180, 0.0709], [-0.0217, -0.0756, -0.0160], [0.0191, -0.0032, 0.0199], [0.0077, -0.0032, -0.0026], [-0.0045, 0.0006, 0.0180], [-0.0006, -0.0027, 0.0070], [-0.0098, -0.0011, 0.0043], [0.0082, -0.0057, -0.0016], [0.0039, 0.0102, 0.0052], [0.0105, -0.0081, 0.0030], [-0.0143, -0.0081, -0.0082], [0.0027, 0.0110, 0.0055], [0.0011, -0.0524, 0.0357], [-0.0289, -0.0206, -0.0376], [0.0193, 0.1201, -0.0560], [-0.1347, -0.1015, -0.1614], [0.0291, 0.0431, 0.1016], [-0.0105, 0.0263, -0.0573], [0.0055, -0.0456, 0.0568], [-0.0315, 0.0756, -0.0763], [-0.0081, -0.0250, 0.0150], [0.0040, -0.0008, -0.0002], [0.0055, -0.0120, -0.0125], [-0.0055, 0.0100, -0.0132], [0.0011, -0.0073, 0.0088], [-0.0116, -0.0118, 0.0459], [-0.0018, 0.0048, -0.0209], [0.0114, -0.0018, -0.0004], [0.0071, -0.0031, -0.0194], [0.0081, 0.0114, 0.0059], [0.0020, 0.0056, -0.0123], [-0.0059, 0.0067, 0.0143], [0.0019, -0.0015, -0.0056], [-0.0017, -0.0070, 0.0088], [0.0225, -0.0187, -0.0097], [0.0483, -0.0627, 0.1569], [0.0068, 0.0173, -0.0115], [-0.0162, 0.0360, -0.0410], [-0.0655, 0.0961, -0.1824], [-0.1457, -0.1075, -0.0636], [-0.0493, -0.0102, 0.0573], [0.1302, 0.0771, 0.1285], [0.0692, 0.0282, -0.0219], [-0.0683, -0.0790, 0.0090], [0.0120, 0.0181, -0.0293], [0.0516, 0.0018, 0.0415], [0.0242, 0.0127, -0.0444], [-0.0070, 0.0131, -0.0148], [0.0149, 0.0103, 0.0235], [-0.0083, -0.0039, -0.0029], [0.0018, 0.0046, -0.0066], [0.0031, -0.0104, -0.0175], [0.0197, -0.0055, -0.0100], [-0.0338, -0.0082, -0.0116], [0.0073, -0.0011, -0.0225], [0.0135, 0.0144, 0.0395], [-0.0045, -0.0111, 0.0292], [-0.0384, 0.0180, -0.0080], [0.0204, -0.0012, -0.0233], [-0.0083, -0.0185, -0.0167], [-0.0003, -0.0037, 0.0047], [-0.0142, 0.0298, -0.0116], [-0.0202, -0.0005, -0.0084], [-0.0110, -0.0226, 0.0221], [0.0112, 0.0118, -0.0004]]}

=====

Record 3
{"formula": "C5H13N", "method": "wB97M-V/def2-TZVPD", "max_force_ev_per_a": 0.79, "total_energy_ev": -6885.0081, "smiles": "C=CC.CCN", "homo_ev": -9.07, "species": ["C", "C", "C", "H", "H", "H", "H", "H", "H", "C", "C", "N", "H", "H", "H", "H", "H", "H", "H"], "xyz": [[-2.004, -1.302, -0.211], [-2.437, -0.161, 0.650], [-2.629, 1.063, 0.170], [-2.701, -2.125, -0.154], [-1.826, -0.928, -1.210], [-1.054, -1.693, 0.165], [-2.599, -0.352, 1.701], [-2.849, 1.925, 0.788], [-2.577, 1.201, -0.910], [2.669, -0.738, -0.162], [2.341, 0.730, 0.038], [1.002, 0.995, -0.497], [2.380, -1.037, -1.171], [3.713, -0.924, 0.052], [2.103, -1.340, 0.548], [2.412, 0.979, 1.100], [3.058, 1.366, -0.474], [0.354, 0.405, 0.015], [0.645, 1.936, -0.436]], "atomic_forces_ev_per_a": [[0.4174, 0.2605, 0.6162], [-0.1437, 0.4256, -0.0968], [0.0052, -0.2124, -0.2245], [-0.2995, -0.2472, -0.3124], [-0.1575, -0.2758, -0.3814], [0.0327, -0.0287, -0.0334], [0.1652, -0.0305, 0.2405], [-0.1702, -0.1426, -0.0192], [0.1875, 0.2446, 0.2106], [-0.3189, 0.2073, 0.1568], [-0.3489, 0.4751, -0.0327], [-0.1819, -0.7341, -0.0393], [0.2908, -0.0604, 0.0447], [0.2884, -0.1299, -0.1970], [-0.1569, -0.1125, -0.0048], [0.1263, 0.0207, 0.1807], [0.0833, 0.0144, -0.1850], [-0.2002, 0.1352, -0.1541], [0.3809, 0.1908, 0.2311]]}

=====

Repeat the first record exactly.
{"formula": "C4H4N2S", "method": "wB97M-V/def2-TZVPD", "max_force_ev_per_a": 0.96, "total_energy_ev": -18026.2316, "homo_ev": -8.41, "species": ["C", "C", "C", "C", "H", "H", "H", "H", "N", "N", "S"], "xyz": [[-0.283, -0.998, -1.449], [-0.530, 0.942, -0.342], [0.693, -0.219, 1.043], [0.102, -0.297, -0.175], [0.499, -1.242, -2.167], [-0.951, -1.849, -1.271], [0.415, 1.272, 2.493], [1.297, -0.931, 1.593], [-0.391, 1.766, 0.660], [0.337, 0.997, 1.536], [-1.188, 0.558, -1.921]], "atomic_forces_ev_per_a": [[-0.1532, -0.0353, 0.2156], [0.3955, -0.6586, 0.0449], [-0.0492, -0.7193, 0.3678], [0.2663, 0.1730, -0.1155], [-0.0170, 0.0065, 0.1700], [0.1250, 0.2557, -0.2884], [0.1556, 0.3719, 0.1154], [-0.1654, 0.2862, 0.1074], [-0.3828, -0.1454, 0.5042], [0.3505, 0.2041, -0.3629], [-0.5254, 0.2611, -0.7584]]}